(1)
{"formula": "CH3FNO2S", "method": "ωB97M-V/def2-TZVPD", "elements": ["N", "S", "O", "O", "C", "F", "H", "H", "H"], "coordinates": [[-1.14, 0.59, -0.95], [0.27, 0.65, 0.11], [1.33, 1.34, -0.63], [-0.33, 1.50, 1.14], [0.53, -1.02, 0.87], [0.45, -2.07, -0.20], [-0.97, -0.26, -1.39], [-1.71, 0.29, -0.18], [1.56, -1.04, 1.23]], "homo_energy_ha": -0.1213, "smiles": "N[S@@](=O)([O-])=CF", "orbital_gap_ev": 7.42, "fmax_ev_per_a": 2.67, "lumo_energy_ev": 4.121, "total_charge": -1}

(2)
{"formula": "C28H47F8N4O22S5", "method": "ωB97M-V/def2-TZVPD", "elements": ["C", "C", "C", "C", "C", "C", "C", "C", "O", "C", "N", "C", "N", "C", "N", "C", "C", "O", "C", "C", "F", "F", "C", "F", "F", "C", "F", "F", "C", "F", "F", "N", "H", "H", "H", "H", "H", "H", "H", "H", "H", "H", "H", "H", "H", "H", "H", "H", "H", "H", "H", "H", "H", "H", "H", "H", "H", "H", "H", "C", "C", "O", "S", "O", "O", "O", "H", "H", "H", "H", "C", "C", "O", "S", "O", "O", "O", "H", "H", "H", "H", "C", "C", "O", "S", "O", "O", "O", "H", "H", "H", "H", "C", "C", "O", "S", "O", "O", "O", "H", "H", "H", "H", "C", "C", "O", "S", "O", "O", "O", "H", "H", "H", "H"], "coordinates": [[-1.94, 2.22, -2.11], [-1.42, 2.09, -1.04], [-0.79, 1.91, 0.28], [0.13, 0.66, 0.39], [0.73, 0.25, -0.96], [1.89, -0.75, -0.92], [2.09, -1.46, -2.28], [3.10, -0.90, -3.29], [3.27, -1.91, -4.30], [2.68, 0.42, -3.97], [3.18, 1.67, -3.39], [3.17, -0.12, -0.34], [3.85, -1.35, 0.17], [2.84, -2.08, 0.71], [2.98, -2.91, 1.73], [1.87, -3.65, 2.34], [1.80, -3.34, 3.82], [1.48, -1.97, 3.98], [0.71, -1.63, 5.11], [-0.68, -1.11, 4.68], [-0.75, -0.85, 3.35], [-1.62, -2.06, 4.95], [-1.11, 0.18, 5.41], [-2.42, 0.39, 5.14], [-0.99, -0.02, 6.73], [-0.33, 1.46, 4.96], [-0.02, 2.17, 6.06], [0.83, 1.09, 4.37], [-1.14, 2.35, 3.98], [-1.88, 3.21, 4.69], [-0.26, 3.04, 3.22], [1.66, -1.78, 0.13], [-2.34, 2.40, -3.09], [-0.23, 2.81, 0.53], [-1.60, 1.82, 1.02], [0.92, 0.89, 1.10], [-0.46, -0.17, 0.79], [1.08, 1.15, -1.49], [-0.06, -0.17, -1.58], [2.41, -2.49, -2.08], [1.12, -1.52, -2.78], [4.09, -0.81, -2.85], [2.40, -2.16, -4.65], [3.05, 0.36, -5.00], [1.59, 0.48, -4.03], [2.54, 2.12, -2.76], [4.10, 1.59, -2.98], [2.87, 0.48, 0.53], [3.79, 0.47, -1.00], [4.70, -1.22, 0.71], [3.90, -3.05, 2.12], [2.03, -4.72, 2.21], [0.94, -3.37, 1.83], [2.77, -3.55, 4.27], [1.07, -4.02, 4.27], [1.23, -0.87, 5.69], [0.53, -2.49, 5.76], [-1.79, 1.76, 3.32], [1.02, -2.53, -0.10], [-2.89, 7.72, -1.75], [-2.97, 6.43, -0.94], [-4.02, 5.70, -1.59], [-4.00, 5.99, -3.16], [-3.28, 4.97, -3.83], [-5.32, 6.34, -3.56], [-3.08, 7.29, -3.10], [-3.68, 8.42, -1.49], [-1.92, 8.21, -1.65], [-3.25, 6.60, 0.10], [-2.05, 5.86, -1.00], [0.57, -6.59, -2.37], [-0.48, -5.97, -3.27], [-1.37, -5.31, -2.34], [-0.54, -4.72, -1.15], [-0.21, -3.35, -1.41], [-1.14, -5.07, 0.09], [0.79, -5.56, -1.37], [0.23, -7.50, -1.88], [1.51, -6.77, -2.89], [-1.04, -6.70, -3.84], [-0.05, -5.21, -3.92], [-1.41, -2.06, -7.01], [-0.25, -1.16, -7.38], [0.86, -1.72, -6.64], [0.71, -3.30, -6.57], [1.49, -3.92, -7.58], [0.87, -3.68, -5.21], [-0.82, -3.38, -6.98], [-1.81, -1.83, -6.02], [-2.21, -2.05, -7.75], [-0.39, -0.13, -7.06], [-0.02, -1.19, -8.44], [-4.13, 10.62, 1.05], [-3.46, 11.14, 2.31], [-2.08, 10.76, 2.14], [-1.68, 10.83, 0.60], [-1.06, 12.07, 0.31], [-1.07, 9.60, 0.24], [-3.17, 10.87, 0.02], [-4.31, 9.54, 1.11], [-5.05, 11.13, 0.81], [-3.84, 10.69, 3.22], [-3.52, 12.23, 2.38], [-0.16, -7.88, 4.55], [0.44, -8.06, 5.93], [1.85, -8.18, 5.67], [2.26, -7.29, 4.43], [2.77, -6.03, 4.86], [3.00, -8.08, 3.52], [0.78, -7.03, 3.87], [-0.23, -8.83, 4.02], [-1.13, -7.39, 4.57], [0.10, -8.96, 6.44], [0.27, -7.19, 6.57]], "homo_energy_ha": -0.4094, "orbital_gap_ev": 9.21, "fmax_ev_per_a": 1.15, "lumo_energy_ev": -1.932, "total_charge": 1}

(3)
{"formula": "C4H4ClNO3S", "method": "ωB97M-V/def2-TZVPD", "elements": ["C", "N", "C", "O", "C", "C", "Cl", "S", "O", "O", "H", "H", "H", "H"], "coordinates": [[1.87, -0.79, -0.21], [0.64, -0.10, 0.21], [0.40, 1.21, 0.11], [1.26, 2.07, -0.08], [-1.07, 1.55, 0.20], [-1.92, 0.56, 0.19], [-3.55, 0.57, 0.02], [-0.87, -1.06, 0.11], [-1.20, -1.82, 1.29], [-0.86, -1.80, -1.12], [2.41, -0.34, -1.08], [2.64, -0.72, 0.56], [1.51, -1.94, -0.44], [-1.29, 2.61, 0.23]], "homo_energy_ha": -0.3940, "smiles": "CN1C(=O)C=C(Cl)S1(=O)=O", "orbital_gap_ev": 10.37, "fmax_ev_per_a": 3.23, "lumo_energy_ev": -0.353, "total_charge": 0}

(4)
{"formula": "C2H4NO3S", "method": "ωB97M-V/def2-TZVPD", "elements": ["O", "S", "O", "O", "N", "C", "C", "H", "H", "H", "H"], "coordinates": [[-1.15, 1.74, -1.22], [-0.07, 1.48, -0.29], [-0.07, 2.36, 0.86], [1.27, 1.12, -0.79], [-0.48, 0.07, 0.56], [0.60, -0.86, 0.67], [-0.52, -1.10, -0.25], [0.55, -1.34, 1.62], [1.48, -0.49, 0.09], [-0.37, -1.06, -1.37], [-1.24, -1.93, 0.11]], "homo_energy_ha": -0.1855, "smiles": "O=S(=O)([O-])N1CC1", "orbital_gap_ev": 9.24, "fmax_ev_per_a": 3.37, "lumo_energy_ev": 4.191, "total_charge": -1}

(5)
{"formula": "CH8O5", "method": "ωB97M-V/def2-TZVPD", "elements": ["O", "C", "O", "H", "H", "O", "H", "H", "O", "H", "H", "O", "H", "H"], "coordinates": [[2.50, 2.07, -1.22], [2.75, 1.78, -0.09], [2.01, 0.96, 0.67], [3.65, 2.12, 0.44], [1.11, 0.97, 0.32], [-0.56, -1.83, 1.46], [-1.04, -2.31, 0.77], [0.01, -2.48, 1.88], [-2.96, -1.33, -0.04], [-2.39, -0.66, 0.37], [-3.10, -0.92, -0.91], [-0.73, 0.78, -0.90], [-0.90, 0.96, -1.83], [-0.34, -0.11, -0.91]], "homo_energy_ha": -0.3951, "smiles": "O=CO.O.O.O", "orbital_gap_ev": 11.13, "fmax_ev_per_a": 0.63, "lumo_energy_ev": 0.374, "total_charge": 0}

(6)
{"formula": "C16H15N3O2PtS", "method": "ωB97M-V/def2-TZVPD", "elements": ["Pt", "C", "C", "C", "C", "N", "C", "C", "C", "C", "C", "C", "C", "H", "H", "H", "H", "H", "H", "H", "H", "N", "C", "C", "O", "O", "H", "H", "H", "H", "S", "C", "C", "N", "C", "H", "H", "H"], "coordinates": [[-1.22, 0.31, -0.54], [3.82, 0.59, -1.71], [4.32, 0.35, -0.43], [3.44, 0.26, 0.63], [2.07, 0.40, 0.41], [1.60, 0.60, -0.82], [2.45, 0.70, -1.84], [1.06, 0.32, 1.51], [1.51, 0.33, 2.84], [0.62, 0.26, 3.90], [-0.74, 0.18, 3.64], [-1.19, 0.19, 2.33], [-0.31, 0.26, 1.24], [4.47, 0.68, -2.56], [5.38, 0.25, -0.27], [3.83, 0.06, 1.62], [2.00, 0.88, -2.81], [2.56, 0.42, 3.06], [0.99, 0.28, 4.91], [-1.45, 0.13, 4.46], [-2.26, 0.14, 2.15], [-2.98, 0.45, -1.91], [-3.09, 1.88, -2.29], [-2.45, 2.81, -1.23], [-2.81, 3.96, -1.20], [-1.49, 2.30, -0.51], [-3.16, -0.17, -2.69], [-3.68, 0.25, -1.20], [-4.12, 2.20, -2.44], [-2.54, 2.04, -3.21], [-0.95, -4.00, -1.77], [-0.70, -3.90, -0.08], [-0.71, -2.60, 0.32], [-0.91, -1.70, -0.70], [-1.05, -2.31, -1.85], [-0.56, -4.77, 0.53], [-0.56, -2.23, 1.32], [-1.20, -1.78, -2.78]], "homo_energy_ha": -0.2813, "orbital_gap_ev": 7.57, "fmax_ev_per_a": 1.06, "lumo_energy_ev": -0.086, "total_charge": 0}

(7)
{"formula": "C16H34BNP2Pt", "method": "ωB97M-V/def2-TZVPD", "elements": ["P", "P", "C", "C", "H", "H", "H", "H", "C", "H", "H", "H", "C", "H", "H", "H", "C", "H", "H", "H", "C", "H", "H", "H", "Pt", "C", "C", "C", "C", "C", "C", "C", "C", "C", "H", "H", "H", "H", "H", "H", "H", "H", "H", "H", "H", "H", "H", "H", "H", "B", "C", "N", "H", "H", "H"], "coordinates": [[-2.14, 5.74, -2.84], [0.61, 5.11, -4.36], [-1.36, 7.09, -3.89], [-0.43, 6.53, -4.98], [-0.81, 7.75, -3.20], [-2.18, 7.68, -4.35], [-1.01, 6.15, -5.83], [0.25, 7.31, -5.35], [2.14, 6.04, -3.93], [2.94, 5.32, -3.72], [1.96, 6.63, -3.02], [2.45, 6.71, -4.75], [1.14, 4.44, -5.99], [1.56, 5.23, -6.63], [0.28, 3.98, -6.47], [1.90, 3.67, -5.81], [-2.71, 6.79, -1.45], [-3.33, 6.18, -0.80], [-3.29, 7.66, -1.80], [-1.83, 7.14, -0.89], [-3.74, 5.57, -3.74], [-3.56, 5.07, -4.70], [-4.21, 6.55, -3.91], [-4.40, 4.94, -3.13], [-0.07, -0.06, 0.08], [0.64, 0.50, -1.93], [1.33, 1.29, -0.99], [1.07, 2.78, -0.75], [0.13, 2.99, 0.46], [-0.91, 1.90, 0.58], [-1.62, 1.35, -0.52], [-1.51, 1.85, -1.96], [-0.51, 1.00, -2.78], [-1.37, -0.80, 1.49], [1.23, -0.31, -2.41], [2.39, 1.01, -0.80], [0.69, 3.29, -1.65], [2.02, 3.26, -0.53], [0.74, 2.97, 1.36], [-0.34, 3.99, 0.42], [-1.40, 1.84, 1.56], [-2.59, 0.88, -0.29], [-1.27, 2.91, -1.99], [-2.49, 1.75, -2.43], [-1.04, 0.13, -3.18], [-0.17, 1.57, -3.66], [-1.51, -1.88, 1.36], [-2.29, -0.21, 1.56], [-0.81, -0.70, 2.43], [0.73, -4.07, 2.48], [0.89, -2.85, 1.49], [0.98, -1.93, 0.77], [-0.30, -4.69, 2.29], [0.78, -3.71, 3.64], [1.67, -4.76, 2.21]], "homo_energy_ha": [-0.4208, -0.5551], "orbital_gap_ev": [5.90, 4.74], "s_squared": 6.034, "multiplicity": 5, "fmax_ev_per_a": 3.84, "lumo_energy_ev": [-5.549, -10.370], "total_charge": 2}